Molecular formula: C46H40N7PTi
Method: DFT, ωB97M-V/def2-TZVPD

Output
Charge: +2
Gap between HOMO and LUMO: 6.8 eV
Highest occupied orbital energy: -13.10 eV

```
95
C46H40N7PTi (ωB97M-V/def2-TZVPD)
Ti 0.0117 0.2614 0.8686
C 0.0875 0.6083 5.3391
C 0.4938 0.1519 4.0796
N 0.2151 0.7886 2.9542
C -0.4298 2.0063 3.0433
C -0.9230 2.5031 4.2535
C -0.6515 1.7569 5.4198
C -1.6185 3.7384 4.2425
C -1.7746 4.4189 3.0698
C -1.2228 3.9296 1.8602
C -0.5359 2.7520 1.8461
N 0.1364 2.1377 0.7513
C 1.3039 2.7239 0.1829
C 1.4403 4.0230 -0.2009
C 2.6585 4.4831 -0.7557
C 3.7278 3.6474 -0.8859
C 3.6237 2.3024 -0.4492
C 4.7153 1.4054 -0.4334
C 4.5555 0.1529 0.0856
C 3.2860 -0.2390 0.5382
N 2.2295 0.5512 0.5181
C 2.4027 1.8441 0.0601
H 0.3501 0.0409 6.2206
H 1.0770 -0.7522 3.9937
H -1.0023 2.1200 6.3786
H -2.0115 4.1351 5.1696
H -2.3084 5.3593 3.0595
H -1.3456 4.5004 0.9495
H 0.6109 4.7096 -0.1022
H 2.7349 5.5151 -1.0706
H 4.6655 4.0012 -1.2947
H 5.6760 1.7301 -0.8151
H 5.3757 -0.5485 0.1401
H 3.1445 -1.2429 0.9069
C 0.5736 3.9374 -4.2488
C -0.3796 3.8977 -3.2353
C -0.5220 2.7578 -2.4659
C 0.2833 1.6411 -2.7051
C 1.2237 1.6782 -3.7279
C 1.3694 2.8316 -4.4937
P -0.0626 0.1437 -1.7251
C 0.8776 -1.2165 -2.4594
C 0.2779 -2.2966 -3.1014
C 1.0567 -3.3438 -3.5801
C 2.4339 -3.3218 -3.4179
C 3.0413 -2.2453 -2.7809
C 2.2676 -1.1991 -2.3037
C -1.8236 -0.1228 -1.9882
C -2.3942 -0.3142 -3.2192
C -3.7933 -0.4402 -3.3363
C -4.5804 -0.3561 -2.2197
C -4.0136 -0.1354 -0.9406
C -4.8155 -0.0465 0.2318
C -4.2438 0.1643 1.4494
C -2.8357 0.3082 1.5596
C -2.0142 0.2306 0.4594
C -2.6152 -0.0061 -0.8221
H 0.6839 4.8278 -4.8540
H -1.0143 4.7559 -3.0542
H -1.2742 2.7281 -1.6839
H 1.8387 0.8172 -3.9482
H 2.0995 2.8537 -5.2916
H -0.7964 -2.3296 -3.2338
H 0.5831 -4.1745 -4.0869
H 3.0358 -4.1379 -3.7951
H 4.1173 -2.2201 -2.6662
H 2.7523 -0.3543 -1.8289
H -1.7776 -0.3565 -4.1104
H -4.2385 -0.5997 -4.3091
H -5.6562 -0.4552 -2.3031
H -5.8901 -0.1500 0.1413
H -4.8571 0.2299 2.3386
H -2.4338 0.4741 2.5545
C -0.7237 -2.5687 2.5806
N -0.8408 -4.0055 2.6608
C 0.4810 -4.6014 2.4342
N 1.0142 -4.2387 1.1144
C 1.1181 -2.8038 1.0358
N -0.1981 -2.1037 1.2480
C -1.1622 -2.6768 0.2187
N -1.2556 -4.1126 0.2850
C -1.7496 -4.4835 1.6129
C 0.0718 -4.6986 0.0869
H -0.0350 -2.2416 3.3509
H -1.6955 -2.0949 2.7339
H 0.3992 -5.6851 2.4986
H 1.1691 -4.2614 3.2101
H 1.5116 -2.5091 0.0594
H 1.7892 -2.4604 1.8275
H -0.8158 -2.3766 -0.7686
H -2.1371 -2.2333 0.4052
H -1.8309 -5.5673 1.6809
H -2.7378 -4.0486 1.7658
H 0.4498 -4.4151 -0.8989
H -0.0041 -5.7837 0.1369
```

These are the Löwdin partial charges, in e, on atoms 1 to 4: atom 1 (Ti): 1.055, atom 2 (C): -0.003, atom 3 (C): -0.087, atom 4 (N): 0.028


Molecular formula: C46H41As2F2N5O3Ru
Method: DFT, ωB97M-V/def2-TZVPD

Output
Charge: +1
Gap between HOMO and LUMO (spin up / spin down): 6.7 / 4.5 eV
Spin multiplicity: 6
Highest occupied orbital energy (spin up / spin down): -8.91 / -10.38 eV

```
100
C46H41As2F2N5O3Ru (ωB97M-V/def2-TZVPD)
Ru -0.1582 0.1869 0.1898
C 2.9404 2.7956 -0.1577
C 3.6515 1.5625 0.3702
As 2.5941 -0.0564 -0.0350
C 4.0577 -1.3175 0.2386
C 4.6923 -1.9860 -0.8028
C 5.8395 -2.7248 -0.5503
C 6.3410 -2.8175 0.7409
C 5.6726 -2.1984 1.7888
C 4.5337 -1.4483 1.5413
C 2.4973 0.1768 -1.9741
C 1.2342 0.2025 -2.5587
C 1.0677 0.4442 -3.9127
C 2.1835 0.6622 -4.7068
C 3.4511 0.6478 -4.1395
C 3.6073 0.4130 -2.7816
As 1.0166 2.7489 0.2632
C 1.0353 2.8189 2.2082
C 2.1596 3.2583 2.9039
C 2.1690 3.2705 4.2889
C 1.0445 2.8638 4.9931
C -0.0899 2.4552 4.3103
C -0.0941 2.4304 2.9246
C 0.6299 4.6134 -0.1902
C 0.7206 4.9809 -1.5307
C 0.4735 6.2903 -1.9088
C 0.1193 7.2303 -0.9505
C 0.0077 6.8599 0.3819
C 0.2576 5.5504 0.7650
H 3.0153 2.8380 -1.2458
H 3.3639 3.7225 0.2295
H 3.7665 1.5951 1.4542
H 4.6448 1.4491 -0.0653
H 4.2916 -1.9328 -1.8075
H 6.3448 -3.2227 -1.3684
H 7.2515 -3.3716 0.9279
H 6.0369 -2.2949 2.8031
H 4.0040 -0.9889 2.3686
H 0.3396 0.0136 -1.9519
H 0.0751 0.4595 -4.3444
H 2.0627 0.8425 -5.7666
H 4.3198 0.8251 -4.7602
H 4.5988 0.4202 -2.3445
H 3.0415 3.5885 2.3682
H 3.0537 3.5981 4.8182
H 1.0507 2.8737 6.0748
H -0.9704 2.1444 4.8575
H -0.9874 2.1126 2.4038
H 0.9808 4.2362 -2.2762
H 0.5484 6.5786 -2.9490
H -0.0788 8.2524 -1.2448
H -0.2799 7.5917 1.1249
H 0.1664 5.2568 1.8043
F -3.6376 4.6782 0.1428
C -3.5183 3.3510 0.0500
C -2.2608 2.7887 0.1782
C -2.0824 1.4165 0.0672
C -3.2232 0.6207 -0.1374
C -4.4693 1.2302 -0.2547
F -5.5579 0.4776 -0.4908
C -4.6479 2.5943 -0.1760
C -3.0512 -0.8231 -0.3546
C -4.0039 -1.7867 -0.0327
C -3.7762 -3.1043 -0.3899
C -2.6231 -3.4220 -1.0938
C -1.6963 -2.4236 -1.3231
N -1.8784 -1.1630 -0.9221
H -1.4453 3.4696 0.3654
H -5.6250 3.0373 -0.3033
H -4.9109 -1.5048 0.4792
H -4.4994 -3.8697 -0.1420
H -2.4502 -4.4246 -1.4597
H -0.7761 -2.6178 -1.8554
O 0.8137 -3.5230 1.4928
C 0.9303 -3.2562 0.2844
O 0.8086 -2.1655 -0.3090
C 1.3123 -4.5157 -0.5668
N 1.3087 -5.6343 0.4224
C 2.6493 -6.2922 0.4192
C 3.2317 -5.9184 -0.9393
C 2.7378 -4.4815 -1.1243
H 0.5687 -4.6748 -1.3465
H 0.5556 -6.2977 0.2772
H 1.0835 -5.0191 1.3055
H 2.5497 -7.3621 0.5803
H 3.2443 -5.8658 1.2257
H 2.8247 -6.5644 -1.7204
H 4.3165 -6.0016 -0.9519
H 2.7639 -4.1479 -2.1592
H 3.3510 -3.7980 -0.5365
N -1.4789 -1.6340 2.9102
C -0.1860 -1.2520 3.0657
O 0.3522 -0.4144 2.2731
C 0.5275 -1.7341 4.1875
C -0.0235 -2.7635 4.9660
N -0.5082 -3.6532 5.5238
C 1.8535 -1.2975 4.3540
N 2.9485 -0.9364 4.4382
H -1.8646 -2.3639 3.4866
H -1.9664 -1.3744 2.0733
```

These are the Löwdin partial charges, in e, on atoms 1 to 4: atom 1 (Ru): 1.008, atom 2 (C): -0.420, atom 3 (C): -0.411, atom 4 (As): 1.264


Molecular formula: C46H41AsClN3O6PSTl
Method: DFT, ωB97M-V/def2-TZVPD

Output
Gap between HOMO and LUMO: 6.5 eV
Highest occupied orbital energy: -7.13 eV

```
101
C46H41AsClN3O6PSTl (ωB97M-V/def2-TZVPD)
Tl -0.2331 -0.5505 -0.1427
C -1.0180 5.7400 -4.0130
C -0.5566 4.6381 -4.9217
C -0.2732 4.8753 -6.2599
C 0.1581 3.8611 -7.1019
C 0.2899 2.5737 -6.6076
C -0.0069 2.3048 -5.2808
C -0.4112 3.3333 -4.4350
N -0.7266 3.1019 -3.0784
C -0.2459 2.0648 -2.3050
N 1.0609 1.7656 -2.5750
C 1.6968 0.5077 -2.5967
C 1.2038 -0.5921 -1.9025
C 1.8255 -1.8195 -2.1556
C 2.9342 -1.9412 -2.9744
C 3.4630 -0.8021 -3.5647
C 2.8549 0.4318 -3.3990
C 3.4327 1.6501 -4.0713
N -0.9498 1.5022 -1.3794
C -2.2756 2.0139 -1.2421
C -3.3465 1.3043 -1.7654
C -4.6293 1.8207 -1.6909
C -4.8404 3.0508 -1.0901
C -3.7724 3.7452 -0.5482
C -2.4758 3.2460 -0.6029
C -1.3230 3.9977 0.0032
H -0.9724 6.7017 -4.5201
H -0.4030 5.7920 -3.1133
H -2.0504 5.5891 -3.6862
H -0.3848 5.8818 -6.6435
H 0.3819 4.0749 -8.1379
H 0.6082 1.7674 -7.2548
H 0.0677 1.2930 -4.9036
H -1.5972 3.4976 -2.7527
H 1.4754 2.4359 -3.2015
H 1.4436 -2.7210 -1.6802
H 3.3941 -2.9073 -3.1357
H 4.3505 -0.8682 -4.1821
H 4.3476 1.3900 -4.6001
H 3.6821 2.4324 -3.3491
H 2.7480 2.0836 -4.8067
H -3.1597 0.3489 -2.2415
H -5.4600 1.2608 -2.0986
H -5.8406 3.4549 -1.0141
H -3.9450 4.6870 -0.0419
H -1.6908 4.8161 0.6195
H -0.6645 4.4207 -0.7600
H -0.7254 3.3346 0.6266
Cl -2.3191 -2.9574 2.7614
C -1.0217 -3.7938 3.5607
C -1.3462 -4.7835 4.4760
C -0.3368 -5.5055 5.0913
C 0.9885 -5.2433 4.7761
C 1.2968 -4.2562 3.8535
C 0.2983 -3.5015 3.2407
P 0.7095 -2.1919 2.0075
C 2.4600 -1.7472 2.1260
C 2.9943 -1.4373 3.3757
C 4.2954 -0.9785 3.4817
C 5.0639 -0.7896 2.3395
C 4.5279 -1.0686 1.0919
C 3.2325 -1.5523 0.9862
C 0.7260 -3.4975 0.6290
C 1.8389 -4.3228 0.4716
C 1.8342 -5.3255 -0.4879
C 0.7050 -5.5514 -1.2602
C -0.4243 -4.7701 -1.0655
C -0.4049 -3.7452 -0.1319
H -2.3862 -4.9832 4.6910
H -0.5891 -6.2762 5.8068
H 1.7842 -5.8067 5.2441
H 2.3343 -4.0673 3.6115
H 2.3868 -1.5402 4.2656
H 4.7055 -0.7530 4.4571
H 6.0761 -0.4178 2.4248
H 5.1096 -0.9062 0.1944
H 2.8302 -1.7691 0.0040
H 2.7278 -4.1722 1.0682
H 2.7208 -5.9301 -0.6306
H 0.7052 -6.3319 -2.0088
H -1.3171 -4.9474 -1.6501
H -1.2847 -3.1211 -0.0023
O 0.8050 1.3986 4.1679
As -0.2823 0.6796 3.0009
O 0.1287 -1.0717 3.0462
O 0.3893 1.1020 1.5477
C -1.7164 0.2875 4.2595
C -1.4630 -0.3338 5.4647
C -2.5482 -0.6561 6.2751
C -3.8445 -0.3689 5.8750
C -4.0861 0.2512 4.6530
C -3.0027 0.5695 3.8628
S -3.0063 1.3121 2.2645
O -1.9249 2.3099 2.4727
O -4.3033 1.8187 1.9435
O -2.4614 0.2210 1.4377
H 1.5413 1.7829 3.6720
H -0.4519 -0.5677 5.7702
H -2.3746 -1.1387 7.2276
H -4.6736 -0.6288 6.5192
H -5.0876 0.4846 4.3191
```

These are the Löwdin partial charges, in e, on atoms 1 to 4: atom 1 (Tl): 1.031, atom 2 (C): -0.036, atom 3 (C): -0.210, atom 4 (C): -0.046


Molecular formula: C46H41FIN6O4PReS
Method: DFT, ωB97M-V/def2-TZVPD

Output
Charge: +2
Gap between HOMO and LUMO (spin up / spin down): 6.9 / 7.2 eV
Spin multiplicity: 2
Highest occupied orbital energy (spin up / spin down): -11.84 / -11.91 eV

```
102
C46H41FIN6O4PReS (ωB97M-V/def2-TZVPD)
Re -0.0557 0.6058 0.0486
N 3.7392 -1.4579 -0.1398
C 2.7390 -0.5523 -0.1258
S 1.5450 -0.6747 1.1708
N 2.7121 0.3862 -1.0222
N 1.7226 1.3312 -0.6619
C 2.1711 2.5381 -0.6224
C 1.5340 3.6214 0.0750
C 2.0992 4.9079 0.0194
C 1.6079 5.9251 0.8010
C 0.5532 5.6693 1.6880
C -0.0053 4.4143 1.7738
C 0.4776 3.3908 0.9562
O -0.1303 2.1904 1.0381
H 3.5740 -2.3400 0.3159
H 4.3343 -1.4680 -0.9526
H 3.1679 2.6801 -1.0294
H 2.9312 5.0796 -0.6512
H 2.0423 6.9128 0.7478
H 0.1795 6.4641 2.3187
H -0.8181 4.1945 2.4534
C 0.8094 -5.6289 -5.9057
C -0.4059 -5.4230 -5.0188
N -0.6682 -4.0108 -4.7231
C -0.2017 -3.4938 -3.5682
C -0.3174 -2.1931 -3.1757
C 0.2700 -1.8852 -1.8460
O 1.1446 -2.5816 -1.3755
O -0.2912 -0.9104 -1.1543
C -0.9197 -1.2354 -4.0709
O -0.9592 -0.0274 -3.8787
C -1.4866 -1.8313 -5.3073
C -2.1835 -1.0096 -6.1863
C -2.6998 -1.5143 -7.3465
F -3.4234 -0.6860 -8.1338
C -2.5164 -2.8545 -7.7221
C -1.8194 -3.6703 -6.8432
C -1.3293 -3.1816 -5.6267
N -2.9664 -3.3873 -8.9548
C -3.6534 -4.6672 -8.9560
C -3.1299 -5.4950 -10.1328
N -2.6967 -4.5373 -11.2174
C -3.6354 -3.3675 -11.2907
C -3.4522 -2.5210 -10.0245
H 1.0183 -6.6926 -6.0087
H 1.6872 -5.1537 -5.4686
H 0.6649 -5.2076 -6.9012
H -0.2653 -5.9192 -4.0598
H -1.3084 -5.8519 -5.4564
H 0.3009 -4.1946 -2.9153
H -2.3322 0.0318 -5.9335
H -1.6157 -4.6917 -7.1277
H -4.7396 -4.5342 -9.0274
H -3.4656 -5.2099 -8.0337
H -3.8927 -6.1430 -10.5610
H -2.2584 -6.0922 -9.8724
H -2.6409 -5.0214 -12.1155
H -1.7607 -4.1897 -10.9933
H -4.6338 -3.7901 -11.3883
H -3.4098 -2.7966 -12.1885
H -4.4062 -2.0365 -9.8008
H -2.7174 -1.7392 -10.2089
I -2.2162 -0.1532 1.6460
C -2.7399 1.7732 2.2399
C -2.7990 1.8890 3.6002
C -3.2307 3.0911 4.1941
C -3.6422 4.1020 3.3876
C -3.5989 3.9890 1.9741
C -4.1270 5.0590 1.2129
C -4.1240 5.0046 -0.1418
C -3.4995 3.9180 -0.7772
C -2.9472 2.8521 -0.1063
P -2.0081 1.6866 -1.2322
C -3.3221 0.6459 -1.9414
C -4.3877 1.2468 -2.6105
C -5.4148 0.4796 -3.1354
C -5.3949 -0.9002 -2.9901
C -4.3392 -1.5062 -2.3268
C -3.3048 -0.7402 -1.8092
C -1.4886 2.8339 -2.5478
C -1.7791 2.6175 -3.8866
C -1.3147 3.5026 -4.8515
C -0.5586 4.6042 -4.4855
C -0.2813 4.8346 -3.1430
C -0.7492 3.9594 -2.1797
C -3.0677 2.8293 1.3334
H -2.5339 1.0531 4.2311
H -3.2577 3.1812 5.2703
H -4.0255 5.0219 3.8093
H -4.5423 5.9094 1.7377
H -4.5477 5.8020 -0.7356
H -3.4027 3.9785 -1.8522
H -4.4298 2.3197 -2.7323
H -6.2345 0.9641 -3.6484
H -6.2076 -1.4977 -3.3816
H -4.3172 -2.5817 -2.2057
H -2.4813 -1.2248 -1.3133
H -2.3564 1.7554 -4.1810
H -1.5480 3.3270 -5.8928
H -0.1959 5.2883 -5.2399
H 0.2861 5.7058 -2.8431
H -0.5707 4.1826 -1.1365
```

These are the Löwdin partial charges, in e, on atoms 1 to 4: atom 1 (Re): 1.001, atom 2 (N): 0.103, atom 3 (C): -0.811, atom 4 (S): 0.681